C19H28BN7PbSi as an isolated structure in a non-equilibrium geometry, computed with ωB97M-V/def2-TZVPD.

Last column: Löwdin charge in e.
Geometry (Å):
H1 -0.62388 0.03058 3.02474  0.1253
N1 0.73223 -0.99972 1.69554  0.0327
B1 1.37448 -2.91252 0.07440  -0.4670
N2 0.96346 -2.35555 1.48228  0.0391
C1 0.55435 -2.99712 2.57588  -0.0145
Pb1 0.87756 0.62080 -0.78770  1.2436
H2 0.75977 -4.04977 2.64887  0.1377
C2 -0.08005 -2.10451 3.43868  -0.0060
H3 -0.47206 -2.35186 4.40724  0.1102
C3 -0.05769 -0.86868 2.81463  -0.0019
H4 1.65954 -4.06535 0.18908  0.1166
C4 0.26728 1.41938 -2.75106  -0.3453
H5 -0.34397 2.31283 -2.52710  -0.0121
H6 -0.33482 0.66220 -3.25568  -0.0474
H7 1.17406 1.67553 -3.31545  -0.0276
N3 2.59563 -2.09351 -0.45660  -0.0138
N4 0.23080 -2.83326 -1.01220  -0.0352
N5 2.52185 -0.74750 -0.82137  -0.2083
N6 -0.24810 -1.60513 -1.42032  -0.0366
C5 3.86159 -2.53261 -0.59280  -0.0545
C6 -0.41368 -3.81634 -1.68091  -0.0709
H8 4.11163 -3.55595 -0.34871  0.1257
H9 -0.17962 -4.85297 -1.48625  0.1175
C7 4.64910 -1.47523 -1.06126  -0.0498
C8 -1.32165 -3.22911 -2.56961  -0.0458
C9 3.78962 -0.37875 -1.20948  -0.1155
C10 -1.17441 -1.84135 -2.38312  -0.1252
H10 5.70017 -1.50587 -1.25158  0.0923
H11 -1.98934 -3.72519 -3.24437  0.0907
H12 4.03068 0.61390 -1.57190  0.1139
H13 -1.70520 -1.04884 -2.89611  0.1116
H14 1.53999 -0.39093 1.60948  0.1039
C11 0.76691 3.00813 2.28566  -0.2078
Si1 -1.02746 3.17959 1.75467  0.3041
C12 -2.02196 3.33512 3.33685  -0.1864
C13 -1.20587 4.67515 0.64207  -0.1843
N7 -1.54069 1.77666 0.86159  -0.1354
C14 -2.75431 1.36592 0.51360  -0.4341
C15 -2.93629 0.01201 0.06384  -0.0893
C16 -4.18952 -0.49069 -0.25426  -0.1379
C17 -5.32318 0.33358 -0.16815  -0.1566
C18 -5.18469 1.67133 0.22528  -0.1332
C19 -3.93960 2.19435 0.54977  -0.0666
H15 0.92847 3.68195 3.14084  0.0268
H16 1.46349 3.31010 1.49119  0.0121
H17 1.01485 1.98781 2.60974  -0.0067
H18 -1.65676 4.18861 3.92582  0.0223
H19 -3.09292 3.48147 3.14474  0.0210
H20 -1.91283 2.42764 3.94787  0.0203
H21 -0.61746 4.54215 -0.27808  0.0234
H22 -2.25291 4.83910 0.35072  0.0203
H23 -0.84543 5.57529 1.16056  0.0216
H24 -2.04120 -0.61133 -0.00599  0.0518
H25 -4.28323 -1.53111 -0.56803  0.0867
H26 -6.30858 -0.06456 -0.41176  0.0781
H27 -6.06010 2.32016 0.28373  0.0915
H28 -3.83504 3.24259 0.84952  0.0747

HOMO level ... -5.3530 eV
Spin multiplicity ... 1
Charge ... 0

***

C2H6INO2S as an isolated structure in a non-equilibrium geometry, computed with ωB97M-V/def2-TZVPD.

Last column: Löwdin charge in e.
Geometry (Å):
C1 -1.57109 0.81088 -0.11886  -0.1127
C2 -2.76393 1.28883 0.03734  -0.0548
N1 2.79351 -0.65011 0.29801  -0.6787
O1 1.31044 -1.80391 -1.22323  -0.2442
O2 0.53915 -1.51649 0.97276  -0.4255
S1 1.09885 -0.67831 -0.06898  0.6573
I1 3.32802 1.25294 -0.23059  0.7715
H1 -0.91666 0.48023 0.66679  -0.0048
H2 -0.98064 0.82757 -1.06515  0.0552
H3 0.69307 -2.29433 -0.71541  -0.0014
H4 -3.19708 1.44095 0.98842  0.0451
H5 -3.33407 1.56420 -0.78821  0.0321
H6 3.00043 -0.72244 1.24710  -0.0390

HOMO level ... -9.6711 eV
Spin multiplicity ... 1
Charge ... 0

***

One molecule with the formula C10H13P in a non-equilibrium geometry, computed with ωB97M-V/def2-TZVPD.

Last column: Löwdin charge in e.
Geometry (Å):
C1 -2.89262 1.56473 0.57377  -0.0440
C2 -1.95307 0.89426 1.14403  -0.2768
C3 -2.07843 -0.61963 1.20819  -0.2339
P1 -0.63259 -1.65831 -0.09553  0.9714
C4 -1.24430 -1.15374 -1.67316  -0.3697
C5 0.87092 -0.68664 -0.02581  -0.4419
C6 1.95181 -1.18373 0.77192  -0.1232
C7 3.16729 -0.56212 0.79170  -0.0789
C8 3.33684 0.63448 0.01768  -0.0981
C9 2.31131 1.19503 -0.66076  -0.1090
C10 1.11453 0.51904 -0.65697  -0.1202
H1 -2.86758 2.64990 0.40654  0.0593
H2 -3.78507 1.14008 0.08480  0.0675
H3 -1.10696 1.34415 1.59536  0.0840
H4 -2.00408 -1.11711 2.19113  0.0485
H5 -3.04356 -0.92787 0.66171  0.0734
H6 -0.62142 -1.50121 -2.52837  0.0715
H7 -1.43911 -0.14896 -1.78153  -0.0005
H8 -2.17633 -1.48276 -1.97696  0.0100
H9 1.74997 -2.16157 1.22503  0.0893
H10 4.00141 -0.79302 1.48324  0.1105
H11 4.28680 1.13582 0.01704  0.0941
H12 2.56565 2.06463 -1.30706  0.1230
H13 0.48857 0.85454 -1.46602  0.0935

HOMO level ... -8.1103 eV
Structure (SMILES) ... C=CCP(C)c1ccccc1
Spin multiplicity ... 1
Charge ... 0

***

C34H76BMgN3O29 as an isolated structure in a non-equilibrium geometry, computed with ωB97M-V/def2-TZVPD.

Last column: Löwdin charge in e.
Geometry (Å):
Mg1 -1.68246 -2.44398 3.35658  0.5500
O1 4.13788 1.03572 -1.18636  0.1430
C1 3.04485 0.95009 -0.71197  -0.3755
O2 2.40809 -0.16058 -0.37476  0.2155
B1 1.03275 0.20428 -0.00440  -0.9015
O3 1.06062 1.62014 0.26804  0.2429
C2 2.15325 2.14883 -0.31400  -0.3639
O4 2.35769 3.30738 -0.43555  0.1871
O5 0.55113 -0.56787 1.16617  0.2796
C3 -0.33862 -1.42448 0.78806  -0.3116
O6 -0.80262 -2.28888 1.50219  0.0994
C4 -0.68676 -1.14580 -0.69066  -0.3576
O7 0.12508 -0.20504 -1.10266  0.2429
O8 -1.54263 -1.69643 -1.32069  0.1499
N1 -2.88988 0.52037 3.05385  -0.5143
O9 -4.09207 0.32701 2.80444  0.0108
O10 -2.14123 -0.51978 3.18297  -0.1060
O11 -2.38244 1.60575 3.16878  0.0919
C5 -3.89580 -0.22859 -2.90023  0.0509
N2 -4.34450 -0.94388 -1.67608  -0.4367
O12 -4.87903 -2.02627 -1.81744  0.0558
O13 -4.10737 -0.42407 -0.60515  0.0614
H1 -4.76577 0.03072 -3.49450  0.1019
H2 -3.18374 -0.89613 -3.37198  0.0981
H3 -3.40390 0.68559 -2.58169  0.0755
C6 3.33378 -1.90367 -2.80947  0.0573
N3 3.46536 -2.61220 -1.50683  -0.4455
O14 4.54317 -2.61856 -0.96452  0.0823
O15 2.45431 -3.13973 -1.06526  0.0428
H4 2.41712 -1.33039 -2.77466  0.0941
H5 3.27986 -2.69428 -3.55614  0.1060
H6 4.22924 -1.31244 -2.94608  0.0722
C7 -4.00085 -2.81291 1.36060  -0.0234
O16 -3.41649 -2.93988 2.66708  -0.2528
C8 -4.42199 -2.92769 3.66758  -0.1510
C9 -3.83692 -3.19969 5.04567  -0.1385
O17 -2.56757 -2.55498 5.17918  -0.2343
C10 -2.18584 -2.40317 6.52968  -0.0371
H7 -3.20563 -2.74044 0.62335  0.0835
H8 -4.57633 -1.89081 1.31151  0.0862
H9 -4.62341 -3.68169 1.13483  0.1053
H10 -5.17485 -3.69980 3.47422  0.1436
H11 -4.91338 -1.95113 3.67130  0.1345
H12 -3.72908 -4.26691 5.27446  0.1341
H13 -4.55711 -2.79070 5.76174  0.1436
H14 -1.12783 -2.16224 6.57105  0.0947
H15 -2.35265 -3.33230 7.08370  0.1048
H16 -2.75886 -1.59692 6.99135  0.1118
C11 -2.00333 -6.17892 -0.30499  -0.1205
O18 -1.17074 -6.18903 -1.41966  -0.1557
C12 -1.16962 -4.97341 -2.13493  -0.2111
C13 -0.67446 -5.22423 -3.54507  -0.2059
O19 -1.52757 -6.04678 -4.29735  -0.1750
C14 -2.75994 -5.46333 -4.65629  -0.1056
H17 -2.18934 -7.20650 -0.00159  0.0933
H18 -2.97290 -5.69735 -0.52130  0.0905
H19 -1.60815 -5.55475 0.51144  0.0685
H20 -0.52853 -4.23477 -1.64580  0.1173
H21 -2.17843 -4.53631 -2.18559  0.1128
H22 0.27232 -5.76635 -3.48742  0.1307
H23 -0.49581 -4.27360 -4.06511  0.1282
H24 -3.59008 -6.04623 -4.25309  0.0891
H25 -2.83345 -5.41660 -5.74504  0.0859
H26 -2.85609 -4.44290 -4.26447  0.0804
C15 -0.51613 2.66214 -3.40609  -0.0672
O20 -1.91199 2.51640 -3.14391  -0.2119
C16 -2.77262 3.12166 -4.08915  -0.2134
C17 -2.63823 4.61053 -4.25435  -0.2221
O21 -1.47378 4.92137 -4.97891  -0.1974
C18 -1.40733 6.28500 -5.31747  -0.1091
H27 -0.00298 2.00688 -2.70310  0.0759
H28 -0.18561 3.68561 -3.23646  0.0901
H29 -0.26276 2.34873 -4.42416  0.0962
H30 -3.77847 2.89602 -3.72548  0.1215
H31 -2.66118 2.61208 -5.05997  0.1331
H32 -2.56567 5.03963 -3.24079  0.1332
H33 -3.51925 5.02659 -4.75632  0.1262
H34 -2.34016 6.63530 -5.77714  0.0859
H35 -0.60398 6.42098 -6.03981  0.0884
H36 -1.18766 6.90988 -4.44218  0.0924
C19 -1.98967 3.52170 0.07853  -0.0937
O22 -2.79672 3.67988 1.21635  -0.1774
C20 -4.12067 3.30664 0.96672  -0.2174
C21 -5.01151 3.79679 2.09770  -0.2139
O23 -4.31823 3.76343 3.31444  -0.1915
C22 -5.13418 4.11656 4.39236  -0.1203
H37 -1.81662 2.45454 -0.10447  0.0894
H38 -1.03924 4.01832 0.27004  0.0951
H39 -2.43064 3.99690 -0.80747  0.0717
H40 -4.16900 2.21348 0.87108  0.1085
H41 -4.45955 3.73970 0.01385  0.1186
H42 -5.93051 3.19322 2.19351  0.1234
H43 -5.37147 4.82515 1.90692  0.1220
H44 -4.50461 4.10300 5.28101  0.0871
H45 -5.96576 3.40887 4.48694  0.0867
H46 -5.49223 5.15169 4.28357  0.0869
C23 4.18298 6.34775 0.91863  -0.1068
O24 4.42302 5.15773 1.63295  -0.1698
C24 5.45260 4.40860 1.05136  -0.2124
C25 5.37549 2.96858 1.49984  -0.2045
O25 4.89427 2.88507 2.82250  -0.1588
C26 4.93098 1.57611 3.28872  -0.1289
H47 5.09694 6.95673 0.82795  0.0871
H48 3.42553 6.90613 1.45616  0.0880
H49 3.87940 6.11057 -0.10970  0.0866
H50 6.40723 4.82640 1.41065  0.1305
H51 5.44683 4.41361 -0.04421  0.1094
H52 6.32565 2.43284 1.33796  0.1331
H53 4.70520 2.36833 0.86743  0.0940
H54 4.33540 1.50532 4.20551  0.0856
H55 5.94298 1.25800 3.57462  0.0899
H56 4.48922 0.87962 2.56229  0.0859
C27 0.65831 -0.81156 4.48849  -0.0157
O26 -0.01874 -2.05030 4.24942  -0.2570
C28 0.87985 -3.13081 3.97254  -0.1364
C29 0.15484 -4.45881 4.07971  -0.1335
O27 -1.13844 -4.33650 3.49202  -0.2366
C30 -1.76430 -5.60974 3.28335  -0.0218
H57 1.11555 -0.82932 5.47873  0.1041
H58 -0.06511 -0.00800 4.37609  0.1020
H59 1.42334 -0.64597 3.72544  0.1035
H60 1.73325 -3.09478 4.65468  0.1459
H61 1.28481 -2.96776 2.96700  0.1428
H62 0.05207 -4.72737 5.14243  0.1439
H63 0.77121 -5.24148 3.63076  0.1478
H64 -1.20602 -6.19633 2.56062  0.0937
H65 -2.78046 -5.40998 2.95943  0.1000
H66 -1.81294 -6.11966 4.25035  0.1074
C31 5.38752 3.51004 -2.97555  -0.1119
O28 5.85215 2.68227 -4.01037  -0.1754
C32 6.38559 1.45396 -3.56901  -0.2269
C33 7.06443 0.77157 -4.74675  -0.1994
O29 7.93210 -0.26787 -4.36186  -0.1776
C34 7.36071 -1.24130 -3.52655  -0.1206
H67 5.05940 4.43843 -3.44649  0.0905
H68 6.14459 3.77503 -2.22723  0.0822
H69 4.51797 3.07551 -2.47768  0.0680
H70 5.60272 0.81775 -3.14303  0.0930
H71 7.12889 1.65571 -2.78211  0.1382
H72 7.68139 1.49932 -5.27193  0.1292
H73 6.29626 0.41096 -5.44876  0.1289
H74 6.46230 -1.69191 -3.97598  0.0839
H75 7.09149 -0.85399 -2.53788  0.0863
H76 8.08956 -2.03767 -3.38944  0.0895

HOMO level ... -8.4810 eV
Spin multiplicity ... 1
Charge ... 0

***

Going through the records in order, we get total energy values of -1631.24563 -980.79744 -730.10890 -3912.02528 Ha.
Going through the records in order, we get gap between HOMO and LUMO values of 4.48 9.26 8.85 7.99 eV.
Going through the records in order, we get LUMO level values of -0.87 -0.41 0.74 -0.49 eV.